1.
Formula: C40H36FN7O5W
Source: the OMol25 dataset
Level of theory: wB97M-V/def2-TZVPD

HOMO level in eV: -17.29
Energy above the lowest of the compared OMol25 structures with the same formula, charge and spin in eV: 1.139
Kohn-Sham gap in eV: 5.203
Total charge: +4
Spin multiplicity: 1
Max |F| in eV Å⁻¹: 1.419
E_tot in Eh: -2471.09703

Each line ends with the Löwdin charge.
Geometry (Å):
1 W 1.773 0.978 1.240  2.07
2 O 2.697 -0.566 0.941  -0.23
3 C 3.850 -1.070 0.437  -0.25
4 C 4.158 -2.404 0.604  0.03
5 C 5.351 -2.894 0.089  0.02
6 C 6.221 -2.063 -0.622  -0.01
7 C 5.903 -0.739 -0.812  0.03
8 C 4.719 -0.199 -0.269  -0.13
9 C 4.374 1.149 -0.535  0.04
10 N 3.314 1.734 -0.027  -0.11
11 N 3.053 2.999 -0.524  0.13
12 C 1.801 3.291 -0.391  -0.33
13 O 1.015 2.354 0.216  -0.22
14 C 1.208 4.513 -0.879  -0.17
15 C -0.169 4.729 -0.734  -0.02
16 C -0.740 5.881 -1.235  -0.04
17 C 0.054 6.825 -1.876  -0.02
18 C 1.423 6.619 -2.015  -0.03
19 C 2.005 5.468 -1.524  0.00
20 H 3.461 -3.045 1.128  0.14
21 H 5.603 -3.935 0.237  0.14
22 H 7.142 -2.458 -1.026  0.14
23 H 6.564 -0.094 -1.378  0.14
24 H 4.979 1.728 -1.227  0.17
25 H -0.784 3.992 -0.232  0.11
26 H -1.805 6.046 -1.137  0.12
27 H -0.394 7.728 -2.270  0.13
28 H 2.031 7.358 -2.518  0.13
29 H 3.067 5.292 -1.627  0.12
30 F -2.073 -1.253 -4.119  0.10
31 C -2.255 -1.584 -2.835  -0.17
32 C -1.373 -1.083 -1.935  0.10
33 C -1.472 -1.393 -0.566  -0.05
34 C -0.557 -0.879 0.389  -0.21
35 O 0.397 -0.054 0.038  -0.13
36 C -0.712 -1.321 1.722  -0.02
37 C -1.737 -2.173 2.063  0.09
38 N -2.623 -2.618 1.179  0.05
39 C -3.715 -3.476 1.628  -0.24
40 C -3.472 -4.498 2.694  -0.06
41 C -3.666 -4.938 1.279  -0.07
42 C -2.524 -2.252 -0.162  -0.08
43 C -3.443 -2.715 -1.102  0.08
44 C -3.372 -2.395 -2.464  -0.10
45 N -4.311 -2.826 -3.363  -0.05
46 C -4.136 -2.708 -4.827  -0.10
47 C -5.291 -3.361 -5.577  -0.08
48 N -5.565 -4.723 -5.021  0.09
49 C -5.914 -4.685 -3.548  -0.05
50 C -5.635 -3.296 -2.974  -0.11
51 C 0.323 -0.884 2.682  -0.48
52 O 0.982 -1.575 3.392  0.20
53 O 0.587 0.461 2.574  -0.17
54 H -0.593 -0.418 -2.282  0.15
55 H -1.865 -2.488 3.090  0.17
56 H -4.667 -2.959 1.619  0.17
57 H -4.279 -4.672 3.393  0.13
58 H -2.489 -4.598 3.135  0.12
59 H -4.587 -5.439 1.012  0.12
60 H -2.795 -5.283 0.737  0.12
61 H -4.228 -3.362 -0.751  0.10
62 H -3.195 -3.182 -5.113  0.14
63 H -4.092 -1.668 -5.150  0.14
64 H -5.027 -3.452 -6.629  0.15
65 H -6.204 -2.775 -5.513  0.15
66 H -4.740 -5.307 -5.167  0.19
67 H -6.320 -5.166 -5.550  0.20
68 H -5.322 -5.442 -3.039  0.14
69 H -6.967 -4.926 -3.419  0.15
70 H -5.747 -3.345 -1.897  0.12
71 H -6.385 -2.582 -3.321  0.14
72 N 3.662 0.870 2.861  0.09
73 C 3.952 2.157 3.464  -0.22
74 C 5.107 2.453 4.133  0.03
75 C 5.237 3.685 4.804  -0.01
76 C 4.201 4.577 4.827  0.03
77 C 3.008 4.299 4.119  -0.11
78 C 1.889 5.154 4.103  0.08
79 C 0.765 4.786 3.402  0.02
80 C 0.771 3.597 2.682  -0.08
81 N 1.817 2.770 2.643  -0.01
82 C 2.913 3.090 3.395  -0.15
83 H 4.539 0.430 2.592  0.12
84 H 3.271 0.262 3.584  0.14
85 H 5.927 1.745 4.176  0.14
86 H 6.149 3.904 5.341  0.13
87 H 4.276 5.497 5.392  0.14
88 H 1.924 6.084 4.657  0.15
89 H -0.116 5.411 3.378  0.13
90 H -0.103 3.303 2.115  0.12

2.
Formula: C51H54CdN9O4P2
Source: the OMol25 dataset
Level of theory: wB97M-V/def2-TZVPD

HOMO level in eV: -8.58
Energy above the lowest of the compared OMol25 structures with the same formula, charge and spin in eV: 2.023
Kohn-Sham gap in eV: 6.369
Total charge: +1
Spin multiplicity: 1
Max |F| in eV Å⁻¹: 0.808
E_tot in Eh: -3620.00499

Each line ends with the Löwdin charge.
Geometry (Å):
1 Cd 1.128 0.162 0.321  1.45
2 C -1.673 -5.817 1.920  -0.06
3 C -0.653 -4.746 1.636  -0.30
4 C 0.237 -4.301 2.609  -0.05
5 C 1.188 -3.341 2.313  -0.05
6 C 1.307 -2.760 1.044  -0.32
7 N 2.113 -1.648 0.805  -0.09
8 C 3.431 -1.653 1.242  -0.25
9 C 4.134 -2.873 1.298  -0.02
10 C 5.433 -2.980 1.743  -0.04
11 C 6.156 -1.855 2.133  -0.28
12 C 7.590 -1.950 2.585  -0.05
13 C 5.513 -0.639 2.016  0.00
14 C 4.190 -0.517 1.589  -0.12
15 N 3.695 0.834 1.522  -0.09
16 C 4.031 1.848 2.344  -0.06
17 C 3.584 3.021 1.785  -0.04
18 C 2.968 2.627 0.598  -0.16
19 N 3.048 1.311 0.425  -0.03
20 C 0.472 -3.286 0.044  -0.13
21 C -0.499 -4.235 0.354  0.00
22 N 0.670 -2.948 -1.330  -0.09
23 C -0.226 -3.130 -2.341  -0.11
24 C 0.466 -3.103 -3.515  -0.07
25 C 1.808 -2.906 -3.120  -0.16
26 N 1.932 -2.829 -1.812  0.11
27 H -1.724 -6.041 2.985  0.07
28 H -1.421 -6.748 1.407  0.09
29 H -2.671 -5.532 1.578  0.06
30 H 0.195 -4.719 3.609  0.11
31 H 1.851 -2.992 3.097  0.13
32 H 3.620 -3.762 0.960  0.11
33 H 5.905 -3.956 1.764  0.12
34 H 7.757 -2.852 3.172  0.08
35 H 7.871 -1.091 3.194  0.07
36 H 8.270 -1.986 1.730  0.08
37 H 6.062 0.268 2.241  0.12
38 H 4.543 1.664 3.273  0.13
39 H 3.662 4.012 2.195  0.10
40 H 2.450 3.229 -0.133  0.11
41 H -1.098 -4.653 -0.446  0.11
42 H -1.282 -3.229 -2.160  0.10
43 H 0.064 -3.188 -4.510  0.10
44 H 2.688 -2.829 -3.740  0.10
45 O -0.401 1.500 -0.425  -0.43
46 P -1.612 1.976 -1.149  0.75
47 C -1.351 2.277 -2.923  -0.28
48 P 0.108 1.326 -3.486  0.71
49 O 0.183 -0.013 -2.841  -0.34
50 C 1.579 2.325 -3.222  -0.28
51 C 2.773 1.620 -3.083  -0.08
52 C 3.978 2.304 -3.031  -0.07
53 C 3.996 3.688 -3.112  -0.07
54 C 2.807 4.397 -3.239  -0.07
55 C 1.599 3.718 -3.300  -0.08
56 C -0.077 1.245 -5.273  -0.27
57 C -0.652 2.273 -6.019  -0.08
58 C -0.728 2.168 -7.399  -0.07
59 C -0.231 1.040 -8.038  -0.07
60 C 0.342 0.015 -7.298  -0.07
61 C 0.421 0.116 -5.917  -0.06
62 C -2.895 0.705 -1.084  -0.25
63 C -2.465 -0.620 -1.001  -0.07
64 C -3.393 -1.652 -1.049  -0.10
65 C -4.750 -1.366 -1.160  -0.09
66 C -5.180 -0.046 -1.222  -0.07
67 C -4.255 0.988 -1.191  -0.06
68 C -2.204 3.488 -0.404  -0.28
69 C -1.728 3.773 0.875  -0.04
70 C -2.180 4.908 1.534  -0.05
71 C -3.096 5.749 0.919  -0.06
72 C -3.559 5.473 -0.364  -0.07
73 C -3.113 4.343 -1.030  -0.10
74 H -1.266 3.347 -3.108  0.06
75 H -2.202 1.889 -3.485  0.09
76 H 2.750 0.537 -3.016  0.11
77 H 4.903 1.754 -2.912  0.11
78 H 4.937 4.220 -3.066  0.11
79 H 2.822 5.477 -3.303  0.11
80 H 0.682 4.283 -3.418  0.10
81 H -1.039 3.161 -5.533  0.10
82 H -1.174 2.967 -7.977  0.11
83 H -0.293 0.960 -9.115  0.11
84 H 0.727 -0.864 -7.798  0.11
85 H 0.855 -0.681 -5.324  0.10
86 H -1.406 -0.835 -0.941  0.07
87 H -3.054 -2.683 -1.019  0.09
88 H -5.472 -2.171 -1.213  0.11
89 H -6.236 0.176 -1.306  0.11
90 H -4.598 2.015 -1.232  0.10
91 H -0.991 3.127 1.337  0.08
92 H -1.804 5.125 2.526  0.12
93 H -3.448 6.633 1.435  0.11
94 H -4.261 6.142 -0.843  0.11
95 H -3.463 4.140 -2.037  0.11
96 N -0.587 -0.828 2.210  0.04
97 C -1.016 0.167 3.203  -0.30
98 C -1.047 -0.325 4.660  -0.14
99 C -2.149 0.287 5.523  -0.17
100 C -3.573 0.077 5.014  -0.14
101 N -3.819 -1.311 4.592  0.10
102 C -3.919 -1.764 3.354  -0.43
103 N -4.095 -0.940 2.323  0.24
104 N -3.907 -3.087 3.125  0.22
105 C -0.193 1.467 3.097  -0.67
106 O -0.434 2.337 3.946  0.01
107 O 0.588 1.528 2.120  -0.13
108 H -1.144 -1.678 2.264  0.06
109 H 0.366 -1.121 2.407  0.03
110 H -2.015 0.507 2.911  0.11
111 H -0.100 -0.070 5.137  0.13
112 H -1.116 -1.419 4.664  0.10
113 H -1.975 1.362 5.584  0.12
114 H -2.080 -0.114 6.538  0.12
115 H -3.812 0.748 4.191  0.11
116 H -4.285 0.300 5.807  0.13
117 H -3.678 -2.006 5.310  0.16
118 H -3.947 0.049 2.431  0.11
119 H -4.051 -1.289 1.377  0.09
120 H -3.776 -3.744 3.873  0.13
121 H -3.901 -3.448 2.190  0.11

3.
Formula: C9H15ClOSi
Source: the OMol25 dataset
Level of theory: wB97M-V/def2-TZVPD

HOMO level in eV: -8.72
Energy above the lowest of the compared OMol25 structures with the same formula, charge and spin in eV: 0.000
Kohn-Sham gap in eV: 9.445
SMILES: C[Si](C)(Cl)c1ccoc1.C=CC
Spin multiplicity: 1
Max |F| in eV Å⁻¹: 4.414
E_tot in Eh: -1176.81760

Each line ends with the Löwdin charge.
Geometry (Å):
1 C 1.296 1.977 -0.119  -0.16
2 Si 0.738 1.435 -1.892  0.32
3 C 2.096 0.631 -2.989  -0.20
4 Cl -0.035 2.846 -3.262  0.27
5 C -0.780 0.438 -1.396  -0.33
6 C -1.819 0.903 -0.662  -0.11
7 C -2.765 -0.080 -0.674  -0.15
8 O -2.347 -1.144 -1.307  0.04
9 C -1.113 -0.861 -1.702  -0.12
10 H 0.980 2.994 0.047  0.02
11 H 0.867 1.227 0.519  0.01
12 H 2.314 2.245 0.041  0.01
13 H 2.051 -0.365 -2.707  -0.01
14 H 2.011 0.620 -4.053  0.02
15 H 3.135 0.842 -2.847  0.02
16 H -1.980 1.908 -0.275  0.13
17 H -3.523 -0.314 0.019  0.12
18 H -0.574 -1.727 -2.027  0.13
19 C 0.931 -2.263 2.324  -0.05
20 C 0.345 -1.170 2.729  -0.28
21 C -1.068 -1.136 3.248  -0.12
22 H 1.964 -2.320 1.901  0.06
23 H 0.462 -3.201 2.079  0.05
24 H 1.066 -0.334 2.811  0.10
25 H -1.113 -0.308 4.101  0.11
26 H -1.322 -2.139 3.583  0.06
27 H -1.815 -0.701 2.510  0.07

The highest E_tot belongs to which entry?
C9H15ClOSi

The highest Kohn-Sham gap belongs to which entry?
C9H15ClOSi

Which of these has the lowest E_tot?
C51H54CdN9O4P2